C9H24BrN3O3 as an isolated structure, computed with ωB97M-V with the def2-TZVPD basis set.

```
40
Properties=species:S:1:pos:R:3:mulliken_charge:R:1
Br 0.081 -0.131 0.605 -0.355
O -1.233 -2.372 -1.745 -0.443
O 3.493 1.171 1.500 -0.375
O -1.712 2.564 -1.322 -0.399
N -1.941 1.396 0.676 0.017
N 2.404 0.752 -0.496 0.138
N -0.621 -2.534 0.547 -0.014
C 1.620 2.111 -0.710 -0.891
C 0.440 -4.076 -1.294 -1.091
C 4.940 1.095 -0.345 -1.080
C -0.491 -2.929 -0.921 0.586
C -2.501 2.110 -0.529 0.699
C -1.733 -3.249 1.313 -0.879
C 3.632 0.960 0.367 0.610
C -1.581 2.429 1.730 -0.872
C -3.979 1.945 -0.812 -1.201
H 0.235 -2.708 1.054 0.500
H -4.074 2.144 -1.880 0.360
H -1.070 1.030 0.316 -0.051
H -2.457 0.615 1.057 0.424
H 2.208 2.777 -1.341 0.385
H 1.893 0.092 0.072 -0.151
H 0.730 1.745 -1.220 0.435
H -2.540 2.708 2.166 0.406
H 1.440 2.527 0.281 0.337
H -1.017 3.205 1.212 0.365
H -4.563 2.661 -0.233 0.343
H -2.711 -3.132 0.845 0.359
H -0.945 1.938 2.468 0.363
H 0.302 -4.361 -2.337 0.350
H 1.480 -3.754 -1.234 0.317
H -1.839 -2.714 2.257 0.374
H 2.619 0.269 -1.356 0.368
H 0.219 -4.933 -0.658 0.364
H 5.752 0.709 0.272 0.370
H -4.386 0.938 -0.717 0.397
H 5.067 2.172 -0.452 0.322
H -1.411 -4.268 1.529 0.371
H 4.920 0.631 -1.331 0.352
H -0.671 -1.533 0.667 -0.107
```

Results
**Net charge**: +2
**LUMO energy**: -0.214 Eh
**Gap between HOMO and LUMO**: 10.88 eV
**Largest force on an atom**: 5.8 eV/A
**Relative energy (zero: lowest compared OMol25 entry of this formula, charge and spin)**: 4.562 eV
**2S+1**: 1

=====

One molecule with the formula C4H7N3, computed with ωB97M-V with the def2-TZVPD basis set.

```
14
Properties=species:S:1:pos:R:3:mulliken_charge:R:1
N -1.646 1.938 0.603 -0.269
N 0.170 0.546 0.692 -0.258
N -0.665 1.144 -1.408 -0.641
C 1.181 -0.349 0.163 -0.441
C 0.674 -1.748 -0.171 -1.022
C -0.679 1.201 -0.142 0.548
C -2.720 1.678 1.034 0.006
H -0.152 0.406 1.639 0.260
H 1.574 0.134 -0.735 0.316
H -0.102 -1.701 -0.940 0.308
H 1.986 -0.390 0.903 0.320
H 1.497 -2.364 -0.548 0.324
H 0.261 -2.245 0.715 0.292
H -1.377 1.750 -1.805 0.256
```

Results
**LUMO energy**: 0.020 Eh
**Gap between HOMO and LUMO**: 10.12 eV
**Largest force on an atom**: 1.5 eV/A
**Relative energy (zero: lowest compared OMol25 entry of this formula, charge and spin)**: 1.353 eV
**2S+1**: 1

=====

An isolated ion of composition C4H5N2O3 and charge -1, computed with ωB97M-V with the def2-TZVPD basis set.

```
14
Properties=species:S:1:pos:R:3:mulliken_charge:R:1
O -2.703 0.355 -0.256 -0.787
O -1.002 1.445 1.197 -0.687
O -1.347 -0.818 -1.623 -0.696
N -0.234 -0.777 1.330 -0.231
N 0.784 -1.431 1.040 -0.469
C -0.477 0.347 0.480 0.977
C -1.626 -0.152 -0.621 0.431
C 1.553 -0.820 -0.034 -0.400
C 0.844 0.552 -0.355 -0.608
H -1.994 1.464 0.974 0.375
H 1.602 -1.475 -0.901 0.248
H 0.616 0.457 -1.444 0.234
H 2.559 -0.677 0.303 0.318
H 1.425 1.529 -0.091 0.295
```

Results
**Net charge**: -1
**LUMO energy**: 0.149 Eh
**Gap between HOMO and LUMO**: 8.72 eV
**SMILES string**: O=C([O-])[C@]1(O)CCN=N1
**Largest force on an atom**: 2.3 eV/A
**Relative energy (zero: lowest compared OMol25 entry of this formula, charge and spin)**: 0.144 eV
**2S+1**: 1

=====

CdH16O8 as an isolated structure, computed with ωB97M-V with the def2-TZVPD basis set.

```
25
Properties=species:S:1:pos:R:3:mulliken_charge:R:1
Cd 0.048 -0.115 -0.080 1.783
O -1.994 -0.982 -0.768 -0.623
O -0.844 1.778 -1.317 -0.502
O 0.961 -0.111 -2.310 -0.582
O -1.900 1.112 1.494 -0.492
O 2.380 -0.448 0.094 -0.489
O 0.426 -2.454 -0.535 -0.474
O 0.121 -0.923 2.072 -0.515
O 0.890 1.806 0.667 -0.613
H 0.195 -3.164 0.013 0.247
H 1.916 -0.070 -2.334 0.313
H 1.373 1.693 1.498 0.320
H -1.036 2.685 -1.120 0.257
H 0.359 2.543 0.904 0.270
H -1.100 1.739 -2.233 0.260
H 1.259 -2.744 -0.976 0.302
H 3.027 -1.153 0.061 0.274
H 0.596 -0.900 -2.635 0.308
H -2.516 1.530 0.915 0.285
H 2.880 0.311 0.417 0.275
H -2.749 -0.976 -0.035 0.340
H -2.289 1.253 2.348 0.257
H -0.296 -0.497 2.771 0.217
H -2.449 -0.550 -1.485 0.315
H 0.743 -1.362 2.574 0.270
```

Results
**Net charge**: +2
**LUMO energy**: -0.249 Eh
**Gap between HOMO and LUMO**: 12.48 eV
**Largest force on an atom**: 3.7 eV/A
**Relative energy (zero: lowest compared OMol25 entry of this formula, charge and spin)**: 0.407 eV
**2S+1**: 1

=====

A 4-piece molecular cluster, C15H28N8O7PS overall, computed with ωB97M-V with the def2-TZVPD basis set.

```
60
Properties=species:S:1:pos:R:3:mulliken_charge:R:1
S -2.666 -1.811 3.917 -0.302
P -2.943 -2.963 2.358 0.596
O 1.593 6.449 -1.663 -0.664
O -2.070 -4.452 2.601 -0.484
O 0.906 -0.746 -3.520 -0.436
O 0.157 1.323 -2.604 -0.470
O -4.581 -3.398 2.133 -0.430
O -0.851 6.798 -4.864 -0.708
O 3.309 -5.310 4.364 -0.598
N 0.401 4.968 -2.888 -0.185
N -2.747 6.129 -5.905 -0.383
N -4.739 -0.329 1.636 -0.480
N 1.981 4.232 -1.430 -0.314
N -2.372 8.339 -5.518 -0.401
N 4.235 -3.372 5.078 -0.281
N 3.577 -4.947 6.582 -0.415
N -2.204 -2.119 0.980 0.308
C -2.888 -1.206 0.057 0.708
C 3.682 -4.591 5.279 0.634
C -0.744 -2.344 0.788 -0.339
C -1.918 7.070 -5.393 0.666
C 0.103 -1.660 -0.347 0.169
C 3.818 -4.261 1.676 0.055
C -0.606 -0.690 -1.371 0.312
C 3.986 -2.944 1.656 -0.586
C 0.209 0.045 -2.557 0.368
C 3.843 -1.387 1.211 -0.425
C -2.179 -0.461 -1.152 -0.913
C 1.342 5.296 -1.973 0.589
C 1.704 -2.003 -0.352 -0.721
C 2.346 -0.984 0.769 -0.481
C -4.476 -0.881 0.240 -0.833
H -3.947 0.304 1.896 0.229
H -4.629 -4.354 2.397 0.347
H 1.891 -3.113 -0.080 0.238
H 2.693 4.419 -0.742 0.192
H 4.335 -3.062 4.123 0.097
H -3.625 6.346 -6.342 0.168
H 0.191 4.020 -3.146 0.146
H 0.706 -1.711 -3.356 0.403
H 4.620 -1.082 0.421 0.329
H 3.610 -5.398 1.593 0.347
H -2.716 0.236 -1.888 0.304
H 4.071 -0.777 2.180 0.322
H 1.779 3.280 -1.681 0.141
H -3.247 8.571 -5.952 0.163
H 2.233 0.083 0.358 0.292
H -0.107 5.724 -3.326 0.179
H 3.171 -5.846 6.786 0.228
H -4.753 -0.006 -0.481 0.374
H -1.791 9.077 -5.153 0.227
H 2.078 -1.763 -1.411 0.421
H 4.543 -2.776 5.824 0.174
H -5.616 0.239 1.575 0.279
H 3.881 -4.361 7.339 0.157
H -5.139 -1.789 0.003 0.294
H -2.454 5.168 -5.838 0.207
H 1.666 -1.113 1.708 0.347
H -0.205 -3.066 1.521 0.507
H -2.445 -5.041 1.883 0.333
```

Results
**Net charge**: +1
**LUMO energy**: -0.205 Eh
**Gap between HOMO and LUMO**: 5.10 eV
**Largest force on an atom**: 6.9 eV/A
**2S+1**: 1

=====

Question: gap between HOMO and LUMO of number 5 (C15H28N8O7PS)?
Answer: 5.10 eV

=====

Question: Number 4 is which compound?
Answer: CdH16O8

=====

Please write out number 1 again, unchanged.
C9H24BrN3O3 as an isolated structure, computed with ωB97M-V with the def2-TZVPD basis set.

```
40
Properties=species:S:1:pos:R:3:mulliken_charge:R:1
Br 0.081 -0.131 0.605 -0.355
O -1.233 -2.372 -1.745 -0.443
O 3.493 1.171 1.500 -0.375
O -1.712 2.564 -1.322 -0.399
N -1.941 1.396 0.676 0.017
N 2.404 0.752 -0.496 0.138
N -0.621 -2.534 0.547 -0.014
C 1.620 2.111 -0.710 -0.891
C 0.440 -4.076 -1.294 -1.091
C 4.940 1.095 -0.345 -1.080
C -0.491 -2.929 -0.921 0.586
C -2.501 2.110 -0.529 0.699
C -1.733 -3.249 1.313 -0.879
C 3.632 0.960 0.367 0.610
C -1.581 2.429 1.730 -0.872
C -3.979 1.945 -0.812 -1.201
H 0.235 -2.708 1.054 0.500
H -4.074 2.144 -1.880 0.360
H -1.070 1.030 0.316 -0.051
H -2.457 0.615 1.057 0.424
H 2.208 2.777 -1.341 0.385
H 1.893 0.092 0.072 -0.151
H 0.730 1.745 -1.220 0.435
H -2.540 2.708 2.166 0.406
H 1.440 2.527 0.281 0.337
H -1.017 3.205 1.212 0.365
H -4.563 2.661 -0.233 0.343
H -2.711 -3.132 0.845 0.359
H -0.945 1.938 2.468 0.363
H 0.302 -4.361 -2.337 0.350
H 1.480 -3.754 -1.234 0.317
H -1.839 -2.714 2.257 0.374
H 2.619 0.269 -1.356 0.368
H 0.219 -4.933 -0.658 0.364
H 5.752 0.709 0.272 0.370
H -4.386 0.938 -0.717 0.397
H 5.067 2.172 -0.452 0.322
H -1.411 -4.268 1.529 0.371
H 4.920 0.631 -1.331 0.352
H -0.671 -1.533 0.667 -0.107
```

Results
**Net charge**: +2
**LUMO energy**: -0.214 Eh
**Gap between HOMO and LUMO**: 10.88 eV
**Largest force on an atom**: 5.8 eV/A
**Relative energy (zero: lowest compared OMol25 entry of this formula, charge and spin)**: 4.562 eV
**2S+1**: 1